(1)
Below is the molecule C21H23ClN4O2, with properties calculated with ωB97M-V/def2-TZVPD.

Summary:
- E_HOMO: -7.3059 eV
- SMILES string: Cc1cc(N2CCC3(CC2)OCCO3)n2nc(C)c(-c3ccc(Cl)cc3)c2n1
- Energy above the lowest of the compared OMol25 structures with the same formula, charge and spin: 64.8 kcal/mol
- Frontier orbital gap: 0.2925 Ha

```
! RIJCOSX wB97M-V def2-TZVPD def2/J DEFGRID3
* xyz 0 1
C -4.03570 1.11613 -0.88865
C -2.60233 0.69067 -0.93048
C -2.19469 -0.33806 -1.79153
C -0.86640 -0.74429 -1.83502
N -0.43564 -1.72560 -2.66535
C 0.95506 -2.05654 -2.87527
C 1.37667 -3.19873 -1.94760
C 0.24102 -4.23250 -1.80821
C -0.68080 -4.14787 -3.03518
C -1.35286 -2.77169 -3.08232
O 0.74726 -5.55181 -1.70715
C 0.61481 -5.97176 -0.36728
C -0.59191 -5.16733 0.11877
O -0.48957 -3.97089 -0.61810
N -0.01856 -0.05539 -1.01856
N 1.29998 -0.22666 -0.86042
C 1.69494 0.64770 0.05501
C 3.13974 0.70990 0.40468
C 0.62360 1.43301 0.52438
C 0.61503 2.51342 1.49466
C -0.37589 3.49581 1.42503
C -0.40596 4.54253 2.32360
C 0.56178 4.61992 3.31238
Cl 0.53724 5.93768 4.43812
C 1.54433 3.65063 3.41466
C 1.56589 2.60466 2.51145
C -0.48701 0.96635 -0.19156
N -1.76421 1.32777 -0.14635
H -4.15796 1.90136 -0.14908
H -4.67279 0.27281 -0.62839
H -4.34712 1.48772 -1.86361
H -2.92178 -0.79326 -2.44077
H 1.57215 -1.18226 -2.68035
H 1.06470 -2.34774 -3.92421
H 2.25986 -3.70371 -2.33745
H 1.60192 -2.79184 -0.96126
H -0.07938 -4.34518 -3.92136
H -1.44371 -4.92329 -2.96587
H -2.20353 -2.78161 -2.39875
H -1.71675 -2.57270 -4.09888
H 1.51615 -5.71567 0.20539
H 0.46104 -7.05023 -0.35907
H -1.53187 -5.68457 -0.11895
H -0.56227 -4.92341 1.18050
H 3.71499 0.22309 -0.37923
H 3.46263 1.74356 0.50779
H 3.33247 0.18774 1.34170
H -1.13024 3.42048 0.65879
H -1.17316 5.29867 2.25939
H 2.28425 3.71189 4.19800
H 2.31852 1.84130 2.61983
*
```

***

(2)
Below is a structure of composition C12H13Br6FO3, with properties calculated with ωB97M-V/def2-TZVPD.

Summary:
- E_HOMO: -8.7944 eV
- Frontier orbital gap: 0.2906 Ha

```
! RIJCOSX wB97M-V def2-TZVPD def2/J DEFGRID3
* xyz 0 1
C 4.88165 -3.05916 -43.16544
C 5.82667 -2.31690 -42.15948
C 5.00195 -1.77090 -40.96187
O 5.65250 -2.22860 -39.83444
C 6.51242 -3.17926 -40.16189
O 7.11048 -4.00203 -39.45502
O 6.62810 -3.30338 -41.45803
H 3.98454 -2.45050 -43.27873
H 4.46225 -3.99133 -42.78695
H 5.33250 -3.36338 -44.11004
H 6.41942 -1.47104 -42.50770
H 3.96925 -2.11959 -40.95431
H 4.94645 -0.68509 -41.03950
F 12.71228 -6.39686 -36.00683
C 11.68569 -5.59361 -36.37677
C 11.52170 -4.42979 -35.64924
C 10.47383 -3.58705 -35.91311
C 9.62606 -3.94183 -36.91262
C 9.66324 -5.17441 -37.56868
C 10.70956 -5.96128 -37.32712
H 12.22854 -4.24481 -34.85390
H 10.32904 -2.73147 -35.27015
H 8.72650 -3.36975 -37.08557
H 9.02463 -5.57779 -38.34060
H 10.89140 -6.94618 -37.73123
C 1.96805 -5.12178 -45.46275
Br 2.26257 -5.10445 -43.48805
Br 0.44380 -4.12615 -46.23732
Br 2.20977 -6.99096 -46.06253
H 2.85624 -4.54006 -45.70936
C 8.54345 0.31746 -41.56977
Br 10.13092 1.50128 -41.29981
Br 8.65208 -0.44592 -43.36034
Br 6.75994 1.14765 -41.30374
H 8.37943 -0.56509 -40.95147
*
```

***

(3)
Below is the ion C5H12N3 with charge +1, with properties calculated with ωB97M-V/def2-TZVPD.

Summary:
- E_HOMO: -13.8867 eV
- Energy above the lowest of the compared OMol25 structures with the same formula, charge and spin: 134.9 kcal/mol
- Frontier orbital gap: 0.3242 Ha

```
! RIJCOSX wB97M-V def2-TZVPD def2/J DEFGRID3
* xyz 1 1
C 2.70255 0.20807 0.46421
C -1.39740 1.73134 -0.09863
C -2.18160 0.38256 -0.19462
C -1.56312 -0.76900 0.57516
C -0.44734 -1.37044 -0.27425
N 1.67171 -0.58800 0.08068
N 0.59185 -0.46040 -0.50140
N 3.84573 0.32561 -0.14019
H -0.68396 1.72478 -0.89979
H -2.09069 2.59781 -0.22189
H -1.01582 1.95364 0.93368
H -3.14919 0.74784 0.40391
H -2.36806 -0.07582 -1.12483
H -1.24032 -0.41722 1.51938
H -2.37676 -1.56578 0.55316
H -0.86056 -1.62338 -1.24572
H 0.09719 -2.27195 0.07077
H 1.81370 -1.43287 0.71858
H 4.50350 1.06329 0.29338
H 4.14859 -0.16009 -0.91158
*
```